Below is C81H67NO3PS2Si2Zr as an isolated structure at a distorted geometry, with properties calculated with ωB97M-V/def2-TZVPD.

The geometry in XYZ format:
```
158
Properties=species:S:1:pos:R:3
Zr 0.179 -0.303 -0.071
O 2.058 -0.183 -0.466
C 3.146 0.089 0.323
C 2.721 0.111 1.836
C 2.283 -1.261 2.226
C 3.112 -2.094 2.975
C 2.650 -3.346 3.343
C 1.359 -3.697 2.992
C 0.597 -2.827 2.214
C -0.804 -3.177 1.849
C -1.050 -3.016 0.311
O -1.142 -1.687 -0.005
C 0.069 -3.718 -0.474
C 0.658 -4.907 -0.050
C 1.586 -5.559 -0.845
C 1.935 -5.041 -2.080
C 1.388 -3.839 -2.491
C 0.477 -3.169 -1.688
C -2.389 -3.714 0.019
C -3.513 -2.916 -0.154
C -4.759 -3.481 -0.357
C -4.900 -4.858 -0.391
C -3.783 -5.659 -0.224
C -2.537 -5.094 -0.020
N 1.075 -1.645 1.800
C 3.788 1.418 -0.092
C 3.827 2.554 0.705
C 4.465 3.701 0.263
C 5.059 3.736 -0.985
C 4.994 2.619 -1.803
C 4.362 1.473 -1.359
C 4.219 -1.001 0.184
C 5.513 -0.802 0.653
C 6.468 -1.793 0.514
C 6.141 -2.996 -0.091
C 4.854 -3.200 -0.558
C 3.899 -2.209 -0.420
H 3.557 0.429 2.463
H 1.873 0.807 1.930
H 4.097 -1.759 3.262
H 3.274 -4.023 3.908
H 0.931 -4.634 3.318
H -1.068 -4.176 2.196
H -1.478 -2.454 2.324
H 0.405 -5.341 0.905
H 2.031 -6.485 -0.502
H 2.635 -5.571 -2.711
H 1.662 -3.424 -3.450
H 0.042 -2.229 -2.015
H -3.387 -1.841 -0.131
H -5.620 -2.842 -0.486
H -5.871 -5.304 -0.550
H -3.880 -6.736 -0.252
H -1.680 -5.741 0.096
H 3.359 2.572 1.676
H 4.495 4.575 0.898
H 5.566 4.630 -1.324
H 5.445 2.648 -2.785
H 4.306 0.605 -1.999
H 5.772 0.144 1.111
H 7.474 -1.621 0.874
H 6.891 -3.767 -0.200
H 4.592 -4.131 -1.038
H 2.892 -2.348 -0.796
O -0.364 0.066 -1.971
Si -0.622 0.154 -3.521
C 0.928 0.496 -4.588
C 2.006 -0.381 -4.598
C 3.090 -0.186 -5.437
C 3.122 0.911 -6.282
C 2.073 1.813 -6.267
C 0.991 1.604 -5.428
C -1.907 1.465 -4.023
C -2.334 1.581 -5.343
C -3.239 2.557 -5.721
C -3.746 3.433 -4.776
C -3.345 3.323 -3.455
C -2.432 2.349 -3.090
C -1.342 -1.493 -4.189
C -1.109 -1.945 -5.483
C -1.677 -3.118 -5.946
C -2.487 -3.872 -5.114
C -2.720 -3.449 -3.815
C -2.156 -2.268 -3.366
H 1.999 -1.228 -3.926
H 3.912 -0.892 -5.439
H 3.956 1.058 -6.959
H 2.098 2.683 -6.914
H 0.181 2.319 -5.415
H -1.944 0.903 -6.090
H -3.549 2.640 -6.758
H -4.452 4.196 -5.074
H -3.742 3.992 -2.708
H -2.110 2.268 -2.063
H -0.461 -1.371 -6.134
H -1.487 -3.447 -6.959
H -2.938 -4.784 -5.479
H -3.341 -4.037 -3.152
H -2.333 -1.937 -2.350
C 1.254 4.797 -3.455
C 1.789 3.559 -3.136
C 1.277 2.838 -2.074
C 0.247 3.342 -1.289
C -0.299 4.572 -1.644
C 0.194 5.293 -2.717
Si -0.242 2.333 0.301
C -2.107 2.818 0.554
C -3.095 1.874 0.284
C -4.436 2.207 0.360
C -4.812 3.493 0.711
C -3.845 4.428 1.031
C -2.508 4.087 0.957
C 0.612 3.479 1.636
C 0.566 3.105 2.977
C 1.149 3.866 3.972
C 1.799 5.045 3.645
C 1.856 5.444 2.320
C 1.277 4.666 1.332
H 1.656 5.369 -4.282
H 2.606 3.155 -3.717
H 1.682 1.857 -1.849
H -1.126 4.968 -1.070
H -0.240 6.251 -2.973
H -2.795 0.854 0.029
H -5.196 1.466 0.146
H -5.861 3.758 0.763
H -4.133 5.421 1.348
H -1.757 4.813 1.241
H 0.041 2.201 3.253
H 1.088 3.540 5.003
H 2.251 5.652 4.419
H 2.345 6.373 2.056
H 1.335 4.991 0.303
S -3.498 2.220 3.910
P -2.358 0.643 4.136
S -1.207 -0.006 2.619
C -1.285 0.866 5.616
C -1.863 1.403 6.756
C -1.089 1.634 7.875
C 0.263 1.327 7.859
C 0.839 0.784 6.723
C 0.065 0.554 5.600
C -3.342 -0.811 4.690
C -4.727 -0.766 4.670
C -5.456 -1.880 5.048
C -4.803 -3.035 5.441
C -3.417 -3.084 5.446
C -2.686 -1.972 5.074
H -2.917 1.649 6.747
H -1.537 2.058 8.764
H 0.867 1.514 8.736
H 1.892 0.541 6.714
H 0.498 0.132 4.701
H -5.217 0.152 4.371
H -6.538 -1.847 5.038
H -5.376 -3.901 5.744
H -2.912 -3.993 5.744
H -1.605 -1.990 5.077
```

Output
total charge	-1
gap between HOMO and LUMO	7.14	eV
LUMO energy	2.045	eV